# 1
This record from the OMol25 dataset describes a structure of composition C3H4FNO in a non-equilibrium geometry. The level of theory is the ωB97M-V functional and the def2-TZVPD basis.

Last column: Löwdin charge in e.
Cartesian coordinates (Å):
C: -0.42435 1.02957 -0.33503  -0.020
C: -0.97918 1.47279 0.80772  -0.025
C: -1.00697 -0.25483 -0.04458  -0.358
N: 0.78232 -1.57754 0.12210  0.014
O: -1.62691 0.22765 1.11422  0.019
F: -1.74252 -1.01053 -0.86484  0.120
H: 0.42775 1.40580 -0.95997  0.128
H: -1.25256 2.41696 1.35950  0.148
H: 1.50196 -1.02008 -0.34766  -0.037
H: 0.99951 -1.66595 1.16770  0.011

Output
- E (eV) = -9425.52108
- spin multiplicity = 1


# 2
This record from the OMol25 dataset describes the molecule C3H4FNO2 in a non-equilibrium geometry. The level of theory is the ωB97M-V functional and the def2-TZVPD basis.

Last column: Löwdin charge in e.
Cartesian coordinates (Å):
F: 2.58827 -0.77592 0.07868  -0.008
C: 1.74310 0.28663 -0.08732  -0.126
C: 0.33252 -0.15495 -0.10938  -0.389
N: -0.03665 -1.35691 -0.10376  0.177
O: -1.45594 -1.28238 -0.14142  -0.063
C: -1.78098 0.03584 0.12482  -0.202
O: -0.61014 0.78708 -0.14999  0.053
H: 2.02364 0.76468 -1.03073  0.136
H: 1.90061 1.06012 0.68877  0.141
H: -2.58780 0.52543 -0.46067  0.142
H: -2.11662 0.11039 1.19100  0.139

Output
- E (eV) = -11475.86604
- SMILES string = FCC1=NOCO1
- spin multiplicity = 1


# 3
This record from the OMol25 dataset describes a cluster of 2 separate species, C3H4FNO3 in total in a non-equilibrium geometry. The level of theory is the ωB97M-V functional and the def2-TZVPD basis.

Last column: Löwdin charge in e.
Cartesian coordinates (Å):
C: 0.07087 -0.25597 1.13442  0.007
C: 0.10366 0.24948 -0.92626  -0.143
C: -0.94819 -0.22863 0.03118  -0.091
N: -2.29277 0.36282 0.01296  -0.334
O: -2.65870 0.89660 1.05884  0.103
O: -2.97581 0.26874 -0.99397  0.123
O: 1.05323 0.05144 0.05329  -0.094
F: -1.40016 -1.95021 -0.33987  -0.166
H: 0.18971 0.67790 1.80323  0.178
H: 0.27710 -1.21206 1.49252  0.114
H: 0.30702 -0.39976 -1.90076  0.187
H: -0.00443 1.21322 -1.32752  0.116

Output
- E (eV) = -13519.26061
- spin multiplicity = 1


# 4
This record from the OMol25 dataset describes a structure of composition C3H4FNS in a non-equilibrium geometry. The level of theory is the ωB97M-V functional and the def2-TZVPD basis.

Last column: Löwdin charge in e.
Cartesian coordinates (Å):
C: -0.28864 0.62428 0.22914  -0.398
C: 0.09730 0.05345 -1.15129  -0.385
C: 0.11670 -0.48326 1.16808  -0.229
H: -1.39110 0.84875 0.26249  0.163
H: -0.64025 0.55597 -1.84163  0.099
H: 1.07147 0.46087 -1.36095  0.076
H: 0.34847 -0.29387 2.20399  0.116
N: 0.20845 -1.67687 0.75466  -0.300
F: 0.46954 1.67548 0.64311  0.001
S: 0.00805 -1.76479 -0.90759  0.857

Output
- E (eV) = -18217.47530
- spin multiplicity = 1


# 5
This record from the OMol25 dataset describes the molecule C3H4FNS in a non-equilibrium geometry. The level of theory is the ωB97M-V functional and the def2-TZVPD basis.

Last column: Löwdin charge in e.
Cartesian coordinates (Å):
F: 1.34385 1.21422 1.44030  -0.031
C: 1.15650 0.29191 0.46755  -0.488
C: 0.29254 0.80924 -0.65404  -0.160
N: -0.82903 0.30990 -0.89293  -0.003
C: -1.24077 -0.77871 -0.10534  -0.518
S: 0.06796 -1.22640 1.12968  0.822
H: 2.13380 -0.09849 0.17726  0.103
H: 0.64782 1.64821 -1.23272  0.117
H: -2.16391 -0.53089 0.42149  0.079
H: -1.40877 -1.63900 -0.75126  0.077

Output
- E (eV) = -18217.73139
- SMILES string = F[C@@H]1C=NCS1
- spin multiplicity = 1


# 6
This record from the OMol25 dataset describes a cluster of 2 separate species, C3H4FNS in total in a non-equilibrium geometry. The level of theory is the ωB97M-V functional and the def2-TZVPD basis.

Last column: Löwdin charge in e.
Cartesian coordinates (Å):
C: 0.09528 0.92484 1.89840  -0.283
C: 0.48570 -0.24862 -1.88169  -0.509
C: -0.65407 -0.19522 1.53797  -0.227
N: 0.69536 1.84430 2.25607  0.183
F: -0.00057 -1.36309 1.47920  0.032
S: -0.89496 0.53272 -1.04791  0.617
H: 0.05140 -0.87338 -2.71537  0.053
H: 0.77196 -0.98117 -1.17447  -0.005
H: 1.23252 0.44040 -2.09395  -0.003
H: -1.78262 -0.08077 1.74176  0.143

Output
- E (eV) = -18214.91241
- spin multiplicity = 1


# 7
This record from the OMol25 dataset describes a cluster of 2 separate species, C3H4FNS in total in a non-equilibrium geometry. The level of theory is the ωB97M-V functional and the def2-TZVPD basis.

Last column: Löwdin charge in e.
Cartesian coordinates (Å):
C: 0.85697 -0.22113 0.41801  -0.173
C: -0.40881 -0.73936 0.38588  -0.337
C: -1.36615 -0.42209 -0.63428  -0.616
H: 0.81423 1.25644 -0.96195  0.044
H: 1.88958 1.80945 0.57569  0.280
H: 1.51282 -0.34649 1.28683  0.115
H: -1.04027 0.02321 -1.66547  0.084
N: 1.51513 0.74428 -0.38727  -0.008
F: -0.77137 -1.33527 1.62335  -0.021
S: -3.00213 -0.76905 -0.64079  0.630

Output
- E (eV) = -18214.58542
- spin multiplicity = 1


# 8
This record from the OMol25 dataset describes a structure of composition C3H4FNiO2 in a non-equilibrium geometry. The level of theory is the ωB97M-V functional and the def2-TZVPD basis.

Last column: Löwdin charge in e.
Cartesian coordinates (Å):
O: -0.91627 0.43083 1.46017  0.033
Ni: -1.49923 0.63421 -1.44140  1.232
C: -1.86102 0.49359 0.60049  -0.141
C: 0.19960 -0.36556 1.37375  0.148
H: 0.05523 -1.24682 0.75065  0.108
H: 0.86983 -0.21948 2.21569  0.131
F: -2.93646 -0.10738 1.02441  0.218
C: 1.50702 0.11118 -1.34492  0.061
O: 0.51236 0.50485 -1.98453  -0.073
H: 1.65872 -0.97821 -1.25866  0.135
H: 2.41023 0.74279 -1.39565  0.147

Output
- E (eV) = -51004.86309
- spin multiplicity = 4
- net charge = +2


# 9
This record from the OMol25 dataset describes a cluster of 2 separate species, C3H4FO3S in total in a non-equilibrium geometry. The level of theory is the ωB97M-V functional and the def2-TZVPD basis.

Last column: Löwdin charge in e.
Cartesian coordinates (Å):
C: 0.20636 2.00695 1.28404  -0.294
C: -0.65026 0.15828 -0.23314  -0.017
C: 0.62224 -0.60742 -0.17377  -0.304
O: 1.09894 4.14868 0.29915  -0.553
O: -1.42631 3.98748 0.44660  -0.555
O: 0.93830 1.64330 2.14026  -0.026
F: 0.32231 -1.91424 -0.64212  -0.158
S: -0.11865 3.86085 1.14991  0.657
H: -1.52550 -0.20676 0.33823  0.054
H: -0.79216 0.72625 -1.07015  -0.002
H: 1.41946 -0.34768 -0.76275  0.060
H: 1.09713 -0.93388 0.89665  0.140

Output
- E (eV) = -22868.82037
- spin multiplicity = 1
- net charge = -1


# 10
This record from the OMol25 dataset describes a cluster of 2 separate species, C3H4FO4S in total in a non-equilibrium geometry. The level of theory is the ωB97M-V functional and the def2-TZVPD basis.

Last column: Löwdin charge in e.
Cartesian coordinates (Å):
C: -1.51997 1.40301 -0.39211  -0.592
C: 0.90496 -0.84527 -1.06998  -0.150
C: -0.11452 0.69335 1.07651  -0.366
O: -0.91853 1.75229 -1.36491  0.045
O: -2.52457 1.40569 0.22796  0.057
O: -0.86140 -1.74659 0.52838  -0.360
O: 1.38083 -1.65230 1.31144  -0.378
F: 0.96057 1.47639 0.97717  -0.085
S: 0.32477 -0.95971 0.61553  0.547
H: 1.63316 0.03924 -1.09960  0.097
H: 1.16810 -1.75079 -1.39375  0.004
H: 0.04324 -0.47647 -1.63587  0.048
H: -0.47663 0.66117 2.21923  0.131

Output
- E (eV) = -24918.38845
- spin multiplicity = 1
- net charge = -1


# 11
This record from the OMol25 dataset describes a structure of composition C3H4FeO3 in a non-equilibrium geometry. The level of theory is the ωB97M-V functional and the def2-TZVPD basis.

Last column: Löwdin charge in e.
Cartesian coordinates (Å):
O: 0.72949 -1.03614 -1.44119  -0.156
C: -0.11726 -0.03689 -1.54294  -0.838
O: 0.49298 1.03889 -1.09703  -0.159
O: -1.36305 -0.19962 -1.40791  -0.013
C: -0.45546 -0.27094 1.87668  -0.078
C: -0.03218 -1.53846 1.92546  -0.076
H: -1.40074 0.20806 1.63194  0.077
H: -0.50533 -2.31483 1.31921  0.082
H: 0.86175 -1.86702 2.46019  0.062
Fe: 1.48242 -0.13090 0.10100  0.982
H: 0.38161 0.61039 2.19548  0.117

Output
- E (eV) = -43701.79036
- spin multiplicity = 5


# 12
This record from the OMol25 dataset describes a structure of composition C3H4FeO4 in a non-equilibrium geometry. The level of theory is the ωB97M-V functional and the def2-TZVPD basis.

Last column: Löwdin charge in e.
Cartesian coordinates (Å):
Fe: 3.16414 0.95871 0.89541  1.151
O: 1.75378 -0.07235 1.59451  -0.109
O: -0.62188 1.03542 0.78519  -0.159
C: -1.48768 0.20995 0.08812  -0.321
C: -0.62962 -0.68393 -0.81033  -0.155
O: 0.54520 -0.98389 -0.05078  -0.015
C: 1.13419 0.13730 0.45750  -0.737
H: -2.06200 -0.45256 0.77414  0.111
H: -2.18959 0.77010 -0.56755  0.115
H: -0.31719 -0.13438 -1.71067  0.122
H: -1.11670 -1.63767 -1.04974  0.125
O: 1.82736 0.85331 -0.40581  -0.126

Output
- E (eV) = -45749.10330
- spin multiplicity = 5


# 13
This record from the OMol25 dataset describes a structure of composition C3H4HgMgO2 in a non-equilibrium geometry. The level of theory is the ωB97M-V functional and the def2-TZVPD basis.

Last column: Löwdin charge in e.
Cartesian coordinates (Å):
O: 0.09320 -1.36583 0.57311  -0.319
Hg: -1.30921 1.14540 0.26336  1.038
C: 1.25664 -0.78364 0.64844  -0.166
C: 1.55080 -0.33317 -0.67815  -0.008
H: 1.98443 -1.18729 1.35982  0.173
H: 2.42151 -0.80970 -1.14653  0.142
H: 1.61293 0.76387 -0.68257  0.120
Mg: -0.69631 -2.62883 1.93009  1.624
C: -3.35067 2.85508 -0.46606  -0.018
O: -4.17884 3.55829 -0.74562  0.184
H: 0.61553 -1.21419 -1.05589  0.230

Output
- E (eV) = -16852.72131
- spin multiplicity = 2
- net charge = +3


# 14
This record from the OMol25 dataset describes a structure of composition C3H4HgO3 in a non-equilibrium geometry. The level of theory is the ωB97M-V functional and the def2-TZVPD basis.

Last column: Löwdin charge in e.
Cartesian coordinates (Å):
O: 1.22789 1.25010 0.22103  -0.137
C: 0.57020 0.18880 0.31407  -0.828
O: 1.03799 -0.97078 0.28980  -0.151
O: -0.78552 0.36724 0.37180  0.009
C: -1.62249 -0.55570 -0.23776  -0.236
C: -3.05140 -0.18195 -0.19858  -0.074
H: -2.82000 -1.17069 0.60324  0.184
H: -1.19142 -1.03958 -1.12037  0.121
H: -3.34020 0.59426 0.52072  0.065
H: -3.49436 0.01340 -1.18771  0.074
Hg: 3.04477 -0.03024 0.20540  0.972

Output
- E (eV) = -13488.15156
- spin multiplicity = 3


# 15
This record from the OMol25 dataset describes a structure of composition C3H4HgO3 in a non-equilibrium geometry. The level of theory is the ωB97M-V functional and the def2-TZVPD basis.

Last column: Löwdin charge in e.
Cartesian coordinates (Å):
C: 0.04950 0.85349 0.16389  -0.289
C: 1.13903 0.67331 -0.60952  0.072
O: -1.24133 0.97344 -0.28684  -0.210
H: 0.11878 1.13851 1.21625  0.138
H: 1.14003 1.06038 -1.63213  0.088
H: 2.16218 0.39742 -0.36694  0.086
H: -1.27778 1.23114 -1.21646  0.131
O: 1.35412 -2.08881 0.54938  0.254
C: 0.20932 -1.92898 0.73369  -0.373
O: -0.95840 -1.90698 0.76774  0.003
Hg: -2.69544 -0.40293 0.68094  1.100

Output
- E (eV) = -13483.58049
- spin multiplicity = 2
- net charge = +1


# 16
This record from the OMol25 dataset describes a structure of composition C3H4HgO4 in a non-equilibrium geometry. The level of theory is the ωB97M-V functional and the def2-TZVPD basis.

Last column: Löwdin charge in e.
Cartesian coordinates (Å):
C: -1.13032 -1.25666 0.54365  -0.187
C: -1.19358 0.22463 0.25657  -0.090
O: 0.08997 0.82370 0.39084  0.056
C: 1.06959 0.47550 -0.40572  -0.628
O: -1.26210 -2.12520 -0.31333  0.076
O: 2.09579 1.13512 -0.45570  -0.086
O: 0.79835 -0.51335 -1.21079  0.152
Hg: 3.10045 3.18306 0.32293  1.031
H: -0.86505 -1.51869 1.58764  0.148
H: -1.84486 0.71445 0.99157  0.151
H: -1.58901 0.38111 -0.75682  0.155
H: 0.73078 -1.52368 -0.95085  0.222

Output
- E (eV) = -15531.23859
- spin multiplicity = 2
- net charge = +1


# 17
This record from the OMol25 dataset describes a structure of composition C3H4I2. The level of theory is the ωB97M-V functional and the def2-TZVPD basis.

Last column: Löwdin charge in e.
Cartesian coordinates (Å):
C: 0.50048 0.09698 0.63620  -0.487
C: 0.96113 -0.06495 -0.74730  -0.025
C: -1.04113 0.00506 0.53066  -1.224
I: -1.89865 -1.82179 -0.07359  0.728
I: -2.06183 1.73899 -0.08239  0.733
H: 0.85243 -0.70756 1.28034  0.096
H: 0.74155 1.07561 1.05043  0.088
H: 0.84414 0.73443 -1.45626  0.048
H: 1.10189 -1.05676 -1.13809  0.043

Output
- E (eV) = -19373.63207
- spin multiplicity = 1


# 18
This record from the OMol25 dataset describes a structure of composition C3H4I6N in a non-equilibrium geometry. The level of theory is the ωB97M-V functional and the def2-TZVPD basis.

Last column: Löwdin charge in e.
Cartesian coordinates (Å):
C: -0.25312 0.71273 -0.55644  -0.270
C: -1.59598 -0.48750 -1.30036  -1.704
C: 1.48214 0.29585 1.24865  -1.644
N: 0.42867 -0.16099 0.31334  -0.380
I: -0.44245 -2.08115 -2.15683  0.864
I: -2.78460 -1.09525 0.46730  0.795
I: -2.85204 0.48895 -2.74252  0.772
I: 1.83706 -1.29936 2.67822  0.828
I: 0.90890 2.18034 2.31183  0.804
I: 3.31559 0.68283 0.05926  0.762
H: -0.68472 1.47345 0.17305  0.060
H: 0.43640 1.02544 -1.35653  0.099
H: 0.49803 -1.06378 -0.13445  -0.023
H: -0.29388 -0.67155 0.99547  0.035

Output
- E (eV) = -53259.67828
- spin multiplicity = 1
- net charge = +1


# 19
This record from the OMol25 dataset describes the molecule C3H4IN2P in a non-equilibrium geometry. The level of theory is the ωB97M-V functional and the def2-TZVPD basis.

Last column: Löwdin charge in e.
Cartesian coordinates (Å):
C: 0.59247 -0.50343 -0.07224  -0.680
C: -2.66165 0.25852 0.51621  -0.935
C: 2.09468 -0.64454 -0.04988  -0.036
N: 0.16668 0.82109 -0.01162  -0.226
N: -0.19820 -1.45392 -0.11897  0.259
P: -1.37597 1.09196 -0.15938  0.660
I: -4.60132 -0.02577 -0.02770  0.737
H: 2.36794 -1.69402 -0.13976  0.073
H: 2.47429 -0.24230 0.88854  0.082
H: 2.51431 -0.07158 -0.87637  0.082
H: -1.37322 2.46397 0.05117  -0.014

Output
- E (eV) = -23538.52360
- spin multiplicity = 1


# 20
This record from the OMol25 dataset describes a structure of composition C3H4IN2P in a non-equilibrium geometry. The level of theory is the ωB97M-V functional and the def2-TZVPD basis.

Last column: Löwdin charge in e.
Cartesian coordinates (Å):
C: -0.49304 0.18876 -0.28531  -0.634
C: 1.62383 0.23739 1.19319  -0.979
C: -1.86205 0.35120 -0.77242  -0.044
N: 0.22451 -0.93558 -0.62256  -0.240
N: -0.08919 1.00550 0.65907  0.116
P: 1.65296 -0.88968 -0.04339  0.749
I: 3.08731 1.08065 2.32756  0.780
H: -2.16649 -0.69499 -0.93665  0.092
H: -1.98327 0.97223 -1.70017  0.105
H: -2.37500 0.83389 -0.05957  0.027
H: 2.38043 -2.14937 0.24026  0.028

Output
- E (eV) = -23540.82798
- spin multiplicity = 1